{
  "formula": "C16H14NO3P",
  "method": "ωB97M-V/def2-TZVPD",
  "species": ["C", "P", "C", "C", "C", "O", "C", "N", "C", "C", "C", "C", "O", "C", "C", "C", "C", "C", "C", "C", "O", "H", "H", "H", "H", "H", "H", "H", "H", "H", "H", "H", "H", "H", "H"],
  "coordinates": [[-4.037, 1.776, 1.778], [-2.283, 1.011, 1.763], [-0.982, 2.125, 2.607], [-1.745, 0.434, 0.022], [-2.439, 0.948, -1.408], [-3.543, 1.952, -1.401], [-1.910, 0.396, -2.862], [-2.433, 0.812, -4.223], [-0.664, -0.715, -2.877], [0.064, -1.250, -1.509], [-0.498, -0.645, -0.055], [0.316, -1.207, 1.293], [-0.312, -1.575, 2.426], [1.972, -1.319, 1.085], [3.063, -0.836, 2.237], [4.672, -0.951, 1.916], [5.210, -1.576, 0.462], [4.152, -2.060, -0.721], [2.537, -1.917, -0.371], [1.346, -2.323, -1.474], [1.412, -3.416, -2.259], [-4.580, 1.379, 2.758], [-4.639, 1.281, 0.875], [-4.048, 2.950, 1.750], [-0.018, 1.466, 2.850], [-0.634, 3.047, 1.934], [-1.362, 2.505, 3.668], [-3.150, 2.894, -1.338], [-2.698, -0.082, -4.732], [-1.568, 1.150, -4.743], [-0.284, -1.139, -3.916], [2.660, -0.378, 3.263], [5.506, -0.605, 2.671], [6.374, -1.669, 0.283], [4.544, -2.463, -1.750]],
  "total_energy_ev": -33719.889,
  "de_lowest_kcal_mol": 460.3,
  "homo_ha": -0.279,
  "smiles": "CP(C)c1c(O)c(N)cc2c1C(=O)c1ccccc1C2=O"
}

---

{
  "formula": "C39H46CoN4P",
  "method": "ωB97M-V/def2-TZVPD",
  "species": ["Co", "C", "C", "C", "C", "C", "C", "N", "C", "C", "C", "C", "C", "N", "C", "C", "C", "C", "C", "C", "N", "H", "H", "H", "H", "H", "H", "H", "H", "H", "H", "H", "H", "H", "H", "H", "C", "C", "C", "P", "C", "C", "C", "C", "C", "C", "C", "C", "C", "C", "N", "C", "C", "C", "C", "C", "C", "C", "C", "C", "H", "H", "H", "H", "H", "H", "H", "H", "H", "H", "H", "H", "H", "H", "H", "H", "H", "H", "H", "H", "H", "H", "H", "H", "H", "H", "H", "H", "H", "H", "H"],
  "coordinates": [[0.261, -0.487, -0.835], [-2.631, 3.903, 0.567], [-3.271, 2.582, 0.265], [-4.535, 2.264, 0.790], [-5.155, 1.072, 0.466], [-4.501, 0.133, -0.326], [-3.237, 0.507, -0.830], [-2.645, 1.675, -0.491], [-2.674, -0.397, -1.855], [-3.650, -0.919, -2.752], [-3.291, -1.772, -3.812], [-1.943, -2.120, -4.004], [-1.011, -1.526, -3.098], [-1.391, -0.738, -2.046], [0.456, -1.699, -3.344], [0.926, -2.287, -4.535], [2.279, -2.602, -4.592], [3.142, -2.177, -3.567], [2.638, -1.525, -2.471], [3.545, -1.149, -1.377], [1.328, -1.241, -2.370], [-3.046, 4.748, -0.006], [-1.554, 3.816, 0.319], [-2.788, 4.142, 1.591], [-4.982, 2.897, 1.538], [-6.123, 0.897, 0.877], [-4.883, -0.867, -0.547], [-4.678, -0.701, -2.537], [-4.062, -2.212, -4.424], [-1.686, -2.831, -4.804], [0.210, -2.410, -5.324], [2.646, -3.053, -5.520], [4.200, -2.458, -3.627], [4.515, -1.683, -1.532], [3.125, -1.445, -0.411], [3.768, -0.068, -1.371], [0.701, -4.326, 0.085], [0.893, -3.304, 1.204], [0.678, -4.054, 2.537], [-0.124, -1.720, 0.940], [-1.914, -1.973, 1.256], [-2.324, -1.996, 2.732], [-2.334, -3.285, 0.528], [0.399, -0.438, 2.148], [0.373, -0.570, 3.526], [0.450, 0.547, 4.359], [0.306, 0.380, 5.832], [0.642, 1.833, 3.812], [0.780, 1.990, 2.432], [0.761, 0.871, 1.600], [0.939, 0.998, 0.232], [1.731, 2.018, -0.312], [2.968, 2.407, 0.217], [3.738, 1.604, 1.253], [3.469, 3.707, -0.044], [2.980, 4.472, -1.095], [3.557, 5.788, -1.549], [1.885, 3.968, -1.802], [1.197, 2.831, -1.391], [-0.034, 2.400, -2.126], [1.701, -4.767, -0.129], [0.366, -3.917, -0.883], [-0.047, -5.094, 0.324], [1.930, -2.933, 1.187], [-0.346, -4.440, 2.639], [0.883, -3.505, 3.475], [1.273, -4.993, 2.477], [-2.440, -1.161, 0.783], [-2.042, -2.877, 3.347], [-3.436, -1.959, 2.720], [-2.053, -1.099, 3.293], [-1.861, -4.190, 0.950], [-2.046, -3.328, -0.541], [-3.435, -3.338, 0.583], [0.303, -1.581, 3.926], [-0.736, 0.460, 6.164], [0.875, 1.193, 6.337], [0.693, -0.576, 6.124], [0.877, 2.621, 4.531], [1.014, 2.951, 1.960], [3.371, 0.585, 1.151], [3.596, 2.017, 2.251], [4.812, 1.642, 0.968], [4.204, 4.146, 0.629], [4.204, 6.267, -0.816], [2.732, 6.466, -1.777], [4.194, 5.660, -2.412], [1.494, 4.472, -2.691], [0.143, 2.554, -3.199], [-0.951, 2.960, -1.876], [-0.292, 1.348, -1.879]],
  "total_energy_ev": -94053.278,
  "total_charge": 2,
  "s2": 6.051,
  "multiplicity": 5,
  "homo_ha": [-0.477, -0.491]
}

---

{
  "formula": "C39H48FN9O2S",
  "method": "ωB97M-V/def2-TZVPD",
  "species": ["O", "S", "O", "F", "N", "C", "C", "C", "C", "C", "C", "C", "H", "H", "H", "H", "H", "H", "H", "H", "C", "C", "C", "N", "C", "H", "H", "H", "H", "H", "C", "C", "C", "N", "C", "H", "H", "H", "H", "H", "C", "C", "C", "N", "C", "H", "H", "H", "H", "H", "C", "C", "C", "N", "C", "H", "H", "H", "H", "H", "C", "C", "C", "N", "C", "H", "H", "H", "H", "H", "C", "C", "C", "N", "C", "H", "H", "H", "H", "H", "C", "C", "C", "N", "C", "H", "H", "H", "H", "H", "C", "C", "C", "N", "C", "H", "H", "H", "H", "H"],
  "coordinates": [[-4.091, 6.137, 1.080], [-4.563, 5.115, 2.011], [-5.582, 5.732, 2.844], [-3.404, 4.588, 3.017], [-5.340, 3.852, 1.151], [-4.428, 2.744, 0.742], [-4.395, 2.443, -0.807], [-3.110, 1.913, -1.301], [-2.875, 1.616, -2.700], [-3.953, 1.846, -3.661], [-5.246, 2.333, -3.196], [-5.487, 2.634, -1.790], [-5.741, 4.320, 0.326], [-3.381, 3.074, 1.009], [-4.591, 1.803, 1.341], [-2.284, 1.753, -0.561], [-1.880, 1.218, -2.997], [-3.811, 1.655, -4.755], [-6.082, 2.489, -3.913], [-6.466, 3.030, -1.410], [-3.197, 1.767, 6.525], [-3.175, 2.827, 5.580], [-1.933, 2.829, 4.998], [-1.202, 1.815, 5.559], [-1.968, 1.160, 6.487], [-4.022, 1.482, 7.160], [-3.979, 3.508, 5.353], [-1.506, 3.463, 4.238], [-0.251, 1.588, 5.326], [-1.572, 0.321, 7.038], [0.591, -2.425, 2.177], [-0.067, -3.040, 3.274], [-0.452, -2.042, 4.131], [-0.049, -0.848, 3.596], [0.584, -1.073, 2.402], [1.020, -2.919, 1.319], [-0.238, -4.095, 3.418], [-0.976, -2.078, 5.073], [-0.195, 0.052, 4.014], [0.973, -0.254, 1.819], [0.204, -1.496, -6.407], [1.024, -0.340, -6.475], [0.290, 0.711, -5.989], [-0.944, 0.235, -5.636], [-1.002, -1.111, -5.883], [0.469, -2.498, -6.709], [2.039, -0.286, -6.837], [0.538, 1.753, -5.866], [-1.691, 0.788, -5.254], [-1.895, -1.675, -5.666], [3.484, -2.806, -5.175], [2.558, -2.807, -4.101], [2.871, -3.868, -3.292], [3.949, -4.512, -3.839], [4.332, -3.867, -4.984], [3.526, -2.106, -5.994], [1.753, -2.107, -3.940], [2.421, -4.221, -2.378], [4.391, -5.330, -3.458], [5.171, -4.219, -5.563], [-9.932, 5.339, -2.954], [-10.327, 4.994, -1.636], [-9.289, 5.314, -0.801], [-8.277, 5.833, -1.565], [-8.665, 5.857, -2.879], [-10.511, 5.221, -3.856], [-11.268, 4.562, -1.334], [-9.181, 5.218, 0.268], [-7.387, 6.149, -1.220], [-8.006, 6.238, -3.643], [8.549, -5.616, -1.269], [7.364, -5.785, -0.508], [6.421, -6.334, -1.337], [6.990, -6.499, -2.573], [8.288, -6.069, -2.537], [9.488, -5.210, -0.924], [7.220, -5.534, 0.531], [5.397, -6.619, -1.157], [6.526, -6.878, -3.380], [8.911, -6.121, -3.416], [-2.070, 0.849, 11.805], [-0.700, 0.610, 11.532], [-0.478, 0.953, 10.223], [-1.664, 1.386, 9.693], [-2.638, 1.331, 10.652], [-2.583, 0.688, 12.740], [0.041, 0.230, 12.218], [0.418, 0.926, 9.623], [-1.798, 1.698, 8.744], [-3.648, 1.636, 10.432], [11.545, -1.803, -4.535], [10.486, -2.144, -5.415], [9.838, -3.225, -4.874], [10.468, -3.553, -3.704], [11.507, -2.688, -3.488], [12.255, -1.000, -4.656], [10.227, -1.652, -6.339], [8.986, -3.788, -5.220], [10.208, -4.311, -3.098], [12.127, -2.777, -2.611]],
  "total_energy_ev": -72275.268,
  "homo_ha": -0.303,
  "smiles": "O=S(=O)(F)NCc1ccccc1.c1cc[nH]c1.c1cc[nH]c1.c1cc[nH]c1.c1cc[nH]c1.c1cc[nH]c1.c1cc[nH]c1.c1cc[nH]c1.c1cc[nH]c1"
}

---

{
  "formula": "C5H6O",
  "method": "ωB97M-V/def2-TZVPD",
  "species": ["C", "C", "C", "C", "C", "O", "H", "H", "H", "H", "H", "H"],
  "coordinates": [[-1.811, 0.270, -0.336], [-0.931, -0.969, -0.126], [0.473, -0.567, -0.083], [1.559, -0.060, 0.059], [2.727, 0.703, 0.452], [2.624, 1.824, 0.899], [-1.591, 1.020, 0.429], [-1.613, 0.722, -1.312], [-2.872, 0.010, -0.279], [-1.113, -1.726, -0.897], [-1.162, -1.437, 0.839], [3.709, 0.211, 0.356]],
  "total_energy_ev": -7327.436,
  "de_lowest_kcal_mol": 42.6,
  "homo_ha": -0.377,
  "smiles": "CCC#CC=O"
}

---

{
  "formula": "C56H42IMoN4O4S2Si",
  "method": "ωB97M-V/def2-TZVPD",
  "species": ["Mo", "C", "C", "N", "C", "C", "C", "O", "C", "C", "N", "C", "C", "C", "C", "C", "C", "I", "C", "O", "H", "H", "H", "H", "H", "H", "H", "H", "H", "H", "H", "H", "S", "C", "C", "C", "C", "N", "C", "C", "C", "S", "C", "N", "H", "H", "C", "C", "C", "C", "C", "C", "C", "C", "H", "H", "H", "H", "H", "O", "Si", "C", "C", "C", "C", "C", "C", "C", "C", "C", "C", "C", "C", "C", "C", "C", "C", "C", "C", "H", "H", "H", "H", "H", "H", "H", "H", "H", "H", "H", "H", "H", "H", "H", "C", "C", "O", "C", "C", "C", "C", "C", "C", "H", "H", "H", "H", "H", "H", "H", "H"],
  "coordinates": [[-1.100, 0.741, 0.217], [-2.323, -2.860, -0.911], [-2.419, -3.062, 0.568], [-2.612, -4.273, 1.047], [-2.688, -4.442, 2.378], [-2.669, -3.400, 3.277], [-2.831, -3.697, 4.740], [-1.676, -3.237, 5.456], [-2.518, -2.095, 2.791], [-2.626, -0.929, 3.716], [-2.703, 0.233, 3.252], [-2.772, 1.419, 4.024], [-2.485, 1.530, 5.374], [-2.530, 2.770, 6.004], [-2.856, 3.912, 5.291], [-3.129, 3.824, 3.931], [-3.082, 2.584, 3.323], [-3.396, 2.409, 1.275], [-2.305, -1.932, 1.433], [-1.988, -0.778, 0.897], [-2.513, -3.808, -1.410], [-3.031, -2.103, -1.255], [-1.334, -2.498, -1.196], [-2.792, -5.464, 2.729], [-3.732, -3.213, 5.130], [-2.954, -4.773, 4.861], [-1.745, -3.540, 6.366], [-2.682, -1.142, 4.790], [-2.179, 0.651, 5.929], [-2.291, 2.842, 7.057], [-2.874, 4.877, 5.782], [-3.368, 4.709, 3.355], [0.139, 1.009, 2.484], [1.747, 1.712, 2.614], [2.545, 1.049, 3.572], [3.794, 1.480, 3.970], [4.537, 0.711, 4.955], [5.121, 0.094, 5.730], [4.315, 2.647, 3.410], [3.579, 3.300, 2.450], [2.313, 2.866, 2.017], [1.750, 4.036, 0.806], [5.596, 3.193, 3.826], [6.611, 3.625, 4.149], [2.131, 0.158, 4.026], [3.995, 4.196, 2.005], [-2.196, 0.828, -1.574], [-2.677, 0.770, -2.690], [-3.102, 0.747, -4.066], [-2.443, 1.537, -5.013], [-2.821, 1.497, -6.349], [-3.860, 0.670, -6.760], [-4.520, -0.119, -5.824], [-4.143, -0.083, -4.488], [-1.629, 2.173, -4.686], [-2.299, 2.113, -7.071], [-4.151, 0.636, -7.803], [-5.332, -0.766, -6.135], [-4.647, -0.703, -3.757], [0.298, -0.318, -0.657], [1.240, -1.588, -1.044], [0.713, -2.296, -2.694], [-0.183, -1.564, -3.482], [-0.634, -2.052, -4.705], [-0.187, -3.283, -5.169], [0.720, -4.019, -4.415], [1.163, -3.530, -3.191], [3.005, -1.014, -1.207], [3.997, -1.796, -1.815], [5.316, -1.365, -1.875], [5.667, -0.133, -1.333], [4.696, 0.664, -0.742], [3.377, 0.224, -0.680], [1.120, -2.862, 0.309], [0.684, -4.180, 0.139], [0.628, -5.064, 1.214], [0.999, -4.637, 2.481], [1.410, -3.322, 2.678], [1.474, -2.446, 1.602], [-0.545, -0.607, -3.121], [-1.342, -1.472, -5.287], [-0.550, -3.673, -6.113], [1.078, -4.976, -4.778], [1.866, -4.125, -2.615], [3.740, -2.757, -2.253], [6.070, -1.986, -2.347], [6.696, 0.205, -1.374], [4.960, 1.632, -0.335], [2.617, 0.854, -0.234], [0.361, -4.522, -0.839], [0.282, -6.080, 1.061], [0.961, -5.324, 3.319], [1.673, -2.978, 3.672], [1.793, -1.419, 1.768], [-0.744, 4.734, -0.033], [0.238, 3.623, -0.359], [-0.290, 2.421, -0.138], [0.834, 3.706, -1.755], [1.211, 2.534, -2.404], [1.777, 2.584, -3.670], [1.974, 3.807, -4.303], [1.598, 4.978, -3.660], [1.031, 4.928, -2.390], [-1.150, 4.551, 0.959], [-1.554, 4.719, -0.769], [-0.269, 5.713, -0.033], [1.056, 1.581, -1.912], [2.066, 1.659, -4.157], [2.416, 3.847, -5.292], [1.742, 5.937, -4.145], [0.751, 5.853, -1.903]],
  "total_energy_ev": -112412.326,
  "total_charge": -1,
  "de_lowest_kcal_mol": 68.6,
  "s2": 2.018,
  "multiplicity": 3,
  "homo_ha": [-0.180, -0.192]
}